No. 1
{"formula": "C4H5NO", "method": "ωB97M-V/def2-TZVPD", "homo_ev": [-8.15, -8.15], "multiplicity": 1, "smiles": "C[C@H]1OC1=C=N", "homo_lumo_gap_ev": [8.212, 8.212], "e_above_lowest_ev": 5.7118, "total_charge": 0, "total_energy_ha": -285.20468, "symbols": ["C", "C", "O", "C", "C", "N", "H", "H", "H", "H", "H"], "xyz": [[0.94346, -0.47010, -1.28819], [-0.24822, -0.42667, -0.39879], [-0.04125, -0.89936, 1.01522], [-0.04364, 0.37330, 0.77286], [0.01520, 1.55800, 1.45932], [-1.24334, 1.84050, 1.76292], [1.16475, -1.48728, -1.59220], [0.73270, 0.14919, -2.16445], [1.79936, -0.03089, -0.76605], [-1.23010, -0.73519, -0.77018], [-1.84752, 1.10146, 1.37006]]}

***

No. 2
{"formula": "C17H20N2O4", "method": "ωB97M-V/def2-TZVPD", "homo_ev": -8.11, "multiplicity": 1, "smiles": "CCOc1ncccc1C(=O)NCc1ccc(OC)c(OC)c1", "homo_lumo_gap_ev": 8.859, "e_above_lowest_ev": 2.5378, "total_charge": 0, "total_energy_ha": -1070.26541, "symbols": ["C", "C", "O", "C", "N", "C", "C", "C", "C", "C", "O", "N", "C", "C", "C", "C", "C", "O", "C", "C", "O", "C", "C", "H", "H", "H", "H", "H", "H", "H", "H", "H", "H", "H", "H", "H", "H", "H", "H", "H", "H", "H", "H"], "xyz": [[-3.14788, -1.16875, -0.23583], [-2.55460, -1.52748, 1.11836], [-1.70426, -0.49640, 1.61364], [-2.28416, 0.59047, 2.16103], [-3.59823, 0.58022, 2.30893], [-4.20024, 1.62140, 2.86149], [-3.52223, 2.74705, 3.28658], [-2.14677, 2.76911, 3.11696], [-1.48485, 1.68394, 2.55655], [-0.00532, 1.81692, 2.36932], [0.53633, 2.90711, 2.42093], [0.67065, 0.66291, 2.19579], [2.06520, 0.63624, 1.80268], [2.18169, 0.25274, 0.35034], [2.51234, 1.17982, -0.62157], [2.55051, 0.80709, -1.95402], [2.24900, -0.48662, -2.36085], [2.25827, -0.87937, -3.67825], [2.63679, 0.05355, -4.65842], [1.91040, -1.43759, -1.37928], [1.56953, -2.74526, -1.57178], [1.73468, -3.37207, -2.82345], [1.88664, -1.04252, -0.04644], [-2.35360, -0.93276, -0.94027], [-3.80264, -0.30712, -0.13612], [-3.72268, -2.00834, -0.61579], [-1.90178, -2.39985, 1.03491], [-3.34870, -1.72022, 1.84523], [-5.27453, 1.53073, 2.95362], [-4.04645, 3.57967, 3.72662], [-1.55372, 3.62385, 3.40776], [0.14434, -0.18330, 2.04063], [2.46549, 1.63720, 1.97494], [2.59527, -0.08426, 2.43458], [2.73733, 2.19828, -0.34618], [2.81200, 1.55181, -2.68815], [3.65704, 0.41722, -4.49882], [1.94767, 0.90343, -4.69682], [2.59208, -0.48655, -5.60341], [1.06154, -2.95943, -3.57746], [2.76429, -3.29723, -3.17977], [1.48727, -4.41958, -2.64968], [1.62629, -1.79604, 0.68149]]}

***

No. 3
{"formula": "C25H19BiClN3O5S", "method": "ωB97M-V/def2-TZVPD", "homo_ev": [-1.95, -0.64], "multiplicity": 1, "homo_lumo_gap_ev": [6.316, 4.341], "total_charge": -2, "total_energy_ha": -2577.56050, "symbols": ["Bi", "N", "C", "C", "C", "C", "C", "C", "C", "C", "C", "C", "C", "C", "N", "C", "C", "C", "C", "N", "H", "H", "H", "H", "H", "H", "H", "H", "H", "H", "O", "S", "O", "O", "O", "C", "C", "O", "H", "H", "H", "Cl", "C", "C", "C", "C", "C", "C", "C", "H", "H", "H", "H", "H", "H"], "xyz": [[-1.10005, 0.50288, -1.82734], [6.22457, 0.38287, 5.84229], [5.43558, 0.41448, 5.00373], [4.45288, 0.45273, 3.96099], [4.43328, 1.50748, 3.04341], [3.48035, 1.54183, 2.04512], [2.50883, 0.53899, 1.93101], [2.54399, -0.51279, 2.85559], [3.49774, -0.56088, 3.85395], [1.48427, 0.59900, 0.87099], [0.12392, 0.63869, 1.31670], [-0.31963, 0.67426, 2.66104], [-1.71742, 0.78497, 2.63797], [-2.08058, 0.82653, 1.29867], [-0.98790, 0.74208, 0.50566], [1.98780, 0.61942, -0.47376], [3.33655, 0.43044, -0.85412], [3.38458, 0.45216, -2.25669], [2.07824, 0.63816, -2.68478], [1.23828, 0.75412, -1.62352], [5.16867, 2.29802, 3.13429], [3.46263, 2.35603, 1.33231], [1.80290, -1.29690, 2.76937], [3.52341, -1.38743, 4.55411], [0.31017, 0.63341, 3.53684], [-2.38549, 0.84572, 3.48514], [-3.06549, 0.92209, 0.86042], [4.16302, 0.27980, -0.17563], [4.25576, 0.33786, -2.88542], [1.68963, 0.70166, -3.69370], [-3.82360, -0.33202, -4.71005], [-3.13445, 0.76708, -4.05793], [-3.52128, 2.07617, -4.58344], [-1.62035, 0.59607, -4.18124], [-3.37082, 0.73232, -2.55053], [-0.96487, 3.55073, -3.14273], [-1.09251, 2.86497, -1.81744], [-1.22523, 3.45793, -0.78011], [-0.88571, 4.63280, -3.00852], [-1.84729, 3.30438, -3.74167], [-0.10792, 3.15695, -3.69571], [-3.15908, -3.68230, -3.08068], [-3.09829, -3.36042, -1.37821], [-4.21926, -3.62337, -0.61797], [-4.22062, -3.35564, 0.74654], [-3.08251, -2.80927, 1.33912], [-1.96207, -2.55448, 0.58236], [-1.91481, -2.82975, -0.80960], [-0.75758, -2.52714, -1.55181], [-5.10062, -4.02223, -1.10298], [-5.10847, -3.55272, 1.33415], [-3.08418, -2.55307, 2.39141], [-1.09309, -2.08647, 1.03457], [-0.68455, -2.72904, -2.61071], [0.14864, -2.23915, -1.03144]]}

***

No. 4
{"formula": "C26H44F2N4O11PS3", "method": "ωB97M-V/def2-TZVPD", "homo_ev": -11.18, "multiplicity": 1, "homo_lumo_gap_ev": 7.875, "total_charge": 1, "total_energy_ha": -3799.22991, "symbols": ["O", "C", "C", "O", "C", "O", "C", "N", "C", "C", "C", "C", "F", "C", "P", "O", "O", "S", "N", "C", "C", "C", "F", "C", "C", "C", "C", "S", "C", "S", "N", "C", "C", "N", "C", "H", "H", "H", "H", "H", "H", "H", "H", "H", "H", "H", "H", "H", "H", "H", "H", "H", "H", "H", "H", "H", "H", "H", "H", "H", "H", "H", "H", "H", "H", "H", "H", "C", "O", "C", "O", "O", "C", "H", "H", "H", "H", "H", "H", "C", "O", "C", "O", "O", "C", "H", "H", "H", "H", "H", "H"], "xyz": [[-1.28931, 4.40650, 0.71540], [-2.00844, 4.02094, 1.88966], [-2.16945, 2.49051, 2.01841], [-2.16935, 1.84908, 0.75227], [-1.06929, 1.11361, 0.41634], [-1.51938, -0.20931, 0.11464], [-0.77968, -0.89751, -0.83007], [0.63694, -1.03218, -0.47292], [1.69159, -0.35718, -1.04959], [1.46447, 0.67819, -2.09900], [2.22996, 2.00343, -1.93235], [2.19953, 2.59110, -0.52261], [1.18874, 3.53305, -0.42273], [2.83666, -0.84658, -0.46319], [4.52035, -0.45703, -0.93084], [4.91459, 0.92034, -0.25098], [4.33493, -0.25072, -2.49193], [5.86750, -1.80889, -0.59209], [2.41805, -1.74628, 0.51709], [3.31215, -2.44538, 1.45435], [3.94801, -1.45663, 2.42888], [4.34326, -2.07946, 3.77150], [5.71051, -2.04736, 3.92099], [1.09137, -1.87134, 0.47640], [0.27712, -2.78879, 1.31811], [-0.87350, -2.15332, 2.15623], [-2.25444, -2.66935, 1.73346], [-3.60063, -1.59527, 2.28550], [-4.77727, -1.86451, 0.96273], [-6.07546, -2.77926, 1.09713], [-4.45308, -1.20139, -0.24383], [-4.46972, 0.15927, -0.45575], [-4.06733, 0.36221, -1.74841], [-3.77714, -0.85186, -2.33793], [-4.03476, -1.75940, -1.42544], [-0.43001, 3.97846, 0.74334], [-1.46118, 4.40065, 2.75070], [-2.98212, 4.48012, 1.80269], [-1.45217, 2.05331, 2.71331], [-3.15502, 2.31711, 2.44604], [-0.58304, 1.53981, -0.46723], [-0.32499, 1.07247, 1.22213], [-1.17987, -1.90445, -0.87500], [-0.91038, -0.46409, -1.81605], [1.70876, 0.24007, -3.06619], [0.42192, 0.95396, -2.15502], [1.71552, 2.72771, -2.55683], [3.24836, 1.97004, -2.29384], [3.13460, 3.10539, -0.32740], [2.08322, 1.84550, 0.26333], [5.87186, 0.87551, -0.09349], [5.17583, -0.47193, -2.92284], [2.72470, -3.13082, 2.04624], [4.02829, -3.03741, 0.89918], [3.21592, -0.67287, 2.62609], [4.82639, -0.96289, 2.02989], [3.90997, -1.50771, 4.58581], [4.01243, -3.11503, 3.84008], [0.90458, -3.35646, 1.98530], [-0.16634, -3.51712, 0.63689], [-0.82844, -1.07264, 2.19104], [-0.72091, -2.49755, 3.17599], [-2.30835, -2.73836, 0.64846], [-2.37158, -3.68646, 2.09741], [-4.76734, 0.82032, 0.33533], [-3.99157, 1.31251, -2.23920], [-3.91998, -2.81647, -1.59504], [-5.26334, 0.73988, 3.91066], [-5.29852, 2.13624, 4.20463], [-6.39810, 2.52991, 4.86044], [-7.30231, 1.81466, 5.19342], [-6.30606, 3.83799, 5.07016], [-7.42310, 4.40281, 5.76769], [-4.33131, 0.56129, 3.38432], [-5.27746, 0.14756, 4.82377], [-6.09921, 0.45792, 3.26945], [-7.52293, 3.95622, 6.75441], [-8.33936, 4.26312, 5.19849], [-7.21496, 5.46337, 5.86758], [6.12605, -1.03980, -9.08341], [6.04840, -1.30463, -7.67700], [4.81715, -1.50016, -7.22452], [3.80417, -1.47043, -7.86813], [4.89029, -1.73690, -5.90730], [3.62585, -1.96583, -5.29195], [7.17866, -0.90241, -9.30922], [5.73804, -1.88149, -9.65245], [5.57811, -0.13380, -9.33258], [3.13604, -2.84105, -5.71436], [2.98347, -1.09173, -5.39645], [3.82389, -2.14263, -4.23820]]}

***

No. 5
{"formula": "C2H2FLiO2Pb", "method": "ωB97M-V/def2-TZVPD", "homo_ev": [-11.35, -10.68], "multiplicity": 2, "homo_lumo_gap_ev": [4.992, 4.022], "s2": 1.004, "total_charge": 1, "total_energy_ha": -527.67063, "symbols": ["H", "O", "C", "C", "O", "Li", "Pb", "F", "H"], "xyz": [[-1.02350, 1.12388, -0.82515], [-1.24354, -1.30163, -0.03940], [-1.17247, -0.05411, -0.11361], [0.22509, 0.51221, -0.27853], [1.12642, -0.17631, 0.34122], [0.36938, -2.09364, 0.52925], [3.15067, 0.40154, 0.82380], [-1.99650, 0.62732, 0.79427], [0.56445, 0.96074, -1.23185]]}

***

No. 6
{"formula": "C4H6OS", "method": "ωB97M-V/def2-TZVPD", "homo_ev": -8.95, "multiplicity": 1, "homo_lumo_gap_ev": 8.500, "e_above_lowest_ev": 2.3897, "total_charge": 0, "total_energy_ha": -629.35935, "symbols": ["C", "C", "C", "C", "H", "H", "H", "H", "H", "H", "O", "S"], "xyz": [[-1.25122, -0.21919, -1.06654], [-0.16037, -0.47053, -0.04273], [-0.09358, 0.40657, 1.26901], [1.27075, 0.21233, -0.24192], [-1.63060, 0.79770, -1.10028], [-0.13967, -1.56529, 0.06450], [-0.91136, 1.13275, 1.38587], [0.05216, -0.20208, 2.15436], [1.43942, 0.74688, -1.13121], [2.02961, -0.53389, -0.06533], [1.16923, 1.01871, 0.90499], [-1.77437, -1.32395, -2.13073]]}